1.
# C26H43F5P2V

A structure of composition C26H43F5P2V in a non-equilibrium geometry (ωB97M-V/def2-TZVPD, the Open Molecules 2025 dataset).

Each line ends with the Mulliken spin population.
Positions of all 77 atoms, in Å:
1 V -0.38872 -0.03756 -4.49583  1.29
2 C -0.46121 -2.46247 0.04502  0.22
3 C 0.85854 -2.42016 -0.50178  0.07
4 C 0.77111 -0.96683 1.29216  0.24
5 C -0.52315 -1.53525 1.12303  0.14
6 C 1.62555 -1.51496 0.29023  0.19
7 C -1.58802 -3.26633 -0.46720  0.01
8 H -1.27012 -3.90196 -1.30046  0.00
9 H -2.40721 -2.62781 -0.82910  0.02
10 H -1.99687 -3.91494 0.32132  0.02
11 C -1.72976 -1.17401 1.88473  0.01
12 H -2.63637 -1.42349 1.32502  0.00
13 H -1.75465 -0.09617 2.07128  0.00
14 H -1.79043 -1.67010 2.86118  0.00
15 C 1.14274 0.06077 2.27875  0.02
16 H 1.67211 -0.36003 3.14181  0.01
17 H 0.25940 0.57758 2.66049  0.00
18 H 1.80024 0.81183 1.82593  0.00
19 C 3.04040 -1.16238 0.06890  -0.01
20 H 3.69641 -1.74678 0.72909  0.03
21 H 3.23296 -0.10178 0.28187  0.01
22 H 3.34065 -1.37440 -0.96407  0.00
23 C 1.34039 -3.15843 -1.68242  0.00
24 H 1.84674 -4.07880 -1.38296  0.00
25 H 2.05613 -2.55871 -2.26244  0.00
26 H 0.50334 -3.43303 -2.34145  0.00
27 C -1.57480 0.69103 -5.80091  -0.16
28 C -1.76138 -0.78071 -5.61508  -0.10
29 C -1.00341 -1.84213 -6.31751  -0.02
30 C 0.54620 -1.77200 -6.24561  0.00
31 C 1.13893 -0.90350 -5.20150  -0.13
32 C 1.24882 0.59264 -5.32800  -0.05
33 C 0.78514 1.36176 -6.52725  -0.08
34 C -0.71761 1.30117 -6.86923  0.04
35 H -1.30771 -1.89187 -7.37298  0.00
36 H 0.96695 -1.49683 -7.22595  -0.01
37 H -1.32139 -2.82226 -5.92488  0.00
38 H -0.85269 0.81608 -7.85415  0.00
39 H -2.47836 1.26690 -5.59369  0.02
40 H -2.78605 -1.09023 -5.38505  0.01
41 H -1.06869 2.33918 -7.03957  0.01
42 H 1.06210 2.42789 -6.44355  0.00
43 H 2.18117 0.96724 -4.93100  0.02
44 H 1.37552 1.04481 -7.40330  0.00
45 H 0.89790 -2.79844 -6.05555  0.00
46 H 1.97120 -1.36545 -4.65393  0.02
47 P -2.33839 1.89294 -1.76697  -0.12
48 P 1.75039 1.81452 -1.11599  0.06
49 C -0.83603 2.39020 -2.71871  0.03
50 C 0.51273 2.84151 -2.10104  0.02
51 H -1.23032 3.25674 -3.27614  0.01
52 H -0.65056 1.60632 -3.51830  0.10
53 H 1.12945 3.16973 -2.95766  0.00
54 H 0.33707 3.71434 -1.45041  -0.01
55 C 2.44529 3.05788 0.01990  0.01
56 H 2.99138 2.51654 0.80214  0.00
57 H 1.62352 3.61180 0.48326  0.00
58 H 3.12826 3.73417 -0.50819  0.00
59 C 3.18278 1.73659 -2.30562  -0.01
60 H 3.41114 2.73608 -2.70820  0.00
61 H 2.97024 1.04645 -3.13635  0.01
62 H 4.06550 1.36173 -1.75976  0.00
63 C -3.84370 1.97740 -2.75497  0.01
64 H -4.52861 1.18056 -2.44474  0.00
65 H -3.59980 1.84440 -3.81391  0.00
66 H -4.32244 2.95549 -2.60491  0.00
67 C -2.01598 0.11592 -1.54504  0.13
68 H -1.13318 -0.04002 -0.89819  -0.07
69 H -1.77466 -0.39092 -2.51525  0.02
70 H -2.89303 -0.35167 -1.07287  0.00
71 F -3.74622 1.35632 0.43188  0.00
72 C -3.01054 2.42658 -0.08522  0.01
73 F -3.88815 3.48859 -0.19159  0.00
74 C -1.86971 2.78688 0.89685  0.00
75 F -0.72390 2.03845 0.68644  -0.01
76 F -1.50509 4.09529 0.76122  0.00
77 F -2.19504 2.56869 2.18926  0.00

Strongest force on any atom (eV/A): 6.29
Energy above the lowest of the compared OMol25 structures with the same formula, charge and spin (kJ/mol): 0.0
Total charge: +1
Spin multiplicity: 3

2.
# C4H8N2O3

A cluster of 2 separate species, C4H8N2O3 in total in a non-equilibrium geometry (ωB97M-V/def2-TZVPD, the Open Molecules 2025 dataset).

Each line ends with the natural charge from an NBO analysis.
Positions of all 17 atoms, in Å:
1 C 2.18465 -0.46910 1.02998  -0.26
2 N -2.06684 0.75678 -0.88646  -0.15
3 C 0.30042 -1.16082 -0.27106  0.90
4 C -1.31838 1.48424 -0.22218  0.28
5 N 0.03239 -1.62551 -1.50699  -0.82
6 C -0.93169 2.57907 0.36431  -0.55
7 O 1.52936 -0.50349 -0.23304  -0.54
8 O -2.58296 -0.46731 -0.49135  -0.55
9 O -0.35488 -1.33783 0.73219  -0.67
10 H -2.06091 -0.81108 0.26984  0.49
11 H -0.93929 -1.78718 -1.73010  0.42
12 H 0.68252 -1.47398 -2.25777  0.41
13 H 1.89089 0.44687 1.54508  0.19
14 H 1.97215 -1.30185 1.70203  0.20
15 H 3.25218 -0.50248 0.82292  0.19
16 H -1.59483 3.12481 1.01418  0.23
17 H 0.00524 3.04886 0.11841  0.23

Strongest force on any atom (eV/A): 2.09
SMILES: COC(N)=O.C=C=NO
Energy above the lowest of the compared OMol25 structures with the same formula, charge and spin (kJ/mol): 407.7
Total charge: 0

3.
# C5H5AlO

A structure of composition C5H5AlO in a non-equilibrium geometry (ωB97M-V/def2-TZVPD, the Open Molecules 2025 dataset).

Each line ends with the natural charge from an NBO analysis.
Positions of all 12 atoms, in Å:
1 C 0.36408 -1.13704 2.57995  -0.45
2 C 0.88291 -1.33364 1.33732  0.37
3 C 1.13195 0.37531 1.69677  0.28
4 O 0.67843 1.05661 0.76345  -0.87
5 Al -0.02816 0.82561 -0.69660  2.26
6 H 0.86639 -1.58823 3.44745  0.40
7 H -0.74109 -1.12892 2.50292  0.35
8 H 2.00442 0.76440 2.24435  0.31
9 C -0.79414 0.63747 -2.34103  -0.20
10 C -1.27494 0.52731 -3.51725  -0.29
11 H -1.62066 -0.43901 -3.91390  0.42
12 H -1.46917 1.44013 -4.10344  0.43

Strongest force on any atom (eV/A): 6.08
Total charge: +3
Spin multiplicity: 2
DFT total energy (eV): -13865.459

4.
# C12H10AsIrN4S4

A structure of composition C12H10AsIrN4S4 in a non-equilibrium geometry (ωB97M-V/def2-TZVPD, the Open Molecules 2025 dataset).

Each line ends with the natural charge from an NBO analysis.
Positions of all 32 atoms, in Å:
1 Ir -1.34212 0.84084 -0.10739  0.28
2 S 2.89548 -3.17376 -1.97139  -0.52
3 As 3.56758 -2.64366 -0.00109  0.60
4 S 0.31368 -0.89976 0.00451  0.05
5 S -0.35312 -2.70436 0.28091  -0.20
6 S 2.18708 -4.10746 0.85591  -0.39
7 N -3.95022 2.53844 -0.01139  -0.50
8 C -2.92382 2.00664 -0.05689  0.00
9 C -0.17932 2.58794 -0.12949  -0.70
10 C 1.16838 2.02444 0.01171  0.05
11 C 1.75928 1.85244 1.27531  -0.27
12 C 2.98158 1.24474 1.41711  -0.13
13 C 3.68208 0.78984 0.28611  -0.29
14 C 3.13228 1.01114 -0.98779  -0.15
15 C 1.90658 1.61134 -1.11369  -0.20
16 C 4.91487 0.13754 0.42441  0.31
17 N 5.94528 -0.37036 0.54411  -0.38
18 H -0.28732 3.13524 -1.07329  0.20
19 H -0.41452 3.25984 0.70141  0.20
20 H 1.22608 2.19944 2.14881  0.21
21 H 3.41308 1.09104 2.39661  0.21
22 H 3.67528 0.66914 -1.85939  0.22
23 H 1.47358 1.74874 -2.09789  0.21
24 N -4.36482 -2.12696 -0.78029  -0.51
25 C -4.45112 -2.06036 0.58191  -0.11
26 C -3.47092 -1.20396 0.97981  -0.05
27 N -2.80072 -0.75036 -0.11349  -0.46
28 C -3.34762 -1.32486 -1.15499  0.21
29 H -4.94822 -2.68266 -1.38489  0.42
30 H -5.17703 -2.61626 1.13891  0.22
31 H -3.19772 -0.89236 1.96771  0.23
32 H -3.03342 -1.19166 -2.17189  0.22

Strongest force on any atom (eV/A): 2.50
Energy above the lowest of the compared OMol25 structures with the same formula, charge and spin (kJ/mol): 389.2
Total charge: -1
Spin multiplicity: 2